Computed, not measured: a 9-piece molecular cluster, C47H89N3O10P overall, with wB97M-V/def2-TZVPD.

Each line ends with the Löwdin charge.
Atoms and positions in Å:
P -3.1200 3.2756 3.0456  0.7573
O -3.0396 4.6355 2.4437  -0.3582
O 0.7082 1.2000 -8.4724  -0.1436
O 2.3975 4.9875 7.0967  -0.1622
O 2.5443 -2.5407 1.7146  -0.1702
O -7.6347 -6.8970 -7.5551  -0.1493
O -6.3196 1.8458 0.4784  0.0762
O -3.7413 -2.5275 -7.8635  -0.1498
O 6.4408 -0.2687 2.1835  -0.1604
O 3.0123 -0.3626 -2.9685  -0.1561
O 2.8721 -2.6581 6.3557  -0.1562
N -5.3294 1.7840 1.4197  0.0528
N -2.9186 1.9375 1.9313  -0.0940
N -3.7190 2.2779 -0.2683  0.1059
C 0.0790 -0.0590 -8.2002  -0.2009
C 2.9873 -1.2928 6.7757  -0.2077
C 7.8145 -0.0952 2.5587  -0.1969
C -8.8078 -8.6901 -6.5436  -0.1744
C 0.4899 -0.1211 -0.5851  -0.0692
C 4.8059 -3.1144 2.1340  -0.1713
C 0.2893 6.1885 0.5079  -0.0692
C -5.2006 -3.0378 -6.0689  -0.1771
C -0.2311 2.2532 -8.2256  -0.2067
C 2.4360 -2.5632 8.6834  -0.1738
C -4.0656 -2.1372 -6.5256  -0.2267
C 0.0180 4.7725 0.4926  -0.0526
C -0.7291 -2.0091 0.6533  -0.0770
C 8.0349 1.3963 2.7367  -0.1733
C -1.5922 1.5973 -8.0680  -0.1730
C 0.5496 6.8770 1.7725  -0.0535
C 2.5538 6.3464 7.5325  -0.2003
C 2.3617 -3.4386 7.4454  -0.2006
C 6.6661 1.8627 3.1943  -0.1751
C -0.4088 -0.4462 0.7051  -0.3741
C -1.7460 0.3683 0.5374  -0.1158
C -0.0462 3.9197 1.6895  -0.1630
C 2.0055 5.0652 9.4335  -0.1734
C 2.8490 0.3465 -5.2254  -0.1765
C 0.4977 6.0670 2.9806  -0.0306
C -8.2845 -8.1392 -7.8582  -0.2000
C -1.2228 0.2470 -7.4836  -0.1738
C 5.7439 0.9666 2.3871  -0.2106
C -1.6579 1.8998 1.0739  -0.3162
C -7.9637 -6.5141 -6.2155  -0.2262
C 1.8876 4.2074 8.1869  -0.2088
C 2.2495 -1.1767 8.0978  -0.1796
C 3.9150 -4.1872 2.7321  -0.1655
C 0.2500 3.9229 4.3643  -0.0742
C 3.2761 1.0454 -3.0160  -0.2135
C -4.9202 -4.3116 -6.8440  -0.1664
C 2.5752 -3.4784 2.8025  -0.1987
C 3.6490 1.3748 -4.4501  -0.1692
C -4.3970 -3.7693 -8.1608  -0.1896
C -2.2744 2.6748 -0.1672  -0.1143
C -0.3045 2.3861 1.6718  -0.0694
C 1.8429 6.4633 8.8685  -0.1736
C -4.0788 1.9949 1.0919  -0.2907
C 0.2119 4.6221 2.9664  -0.1907
C -9.0948 -7.4204 -5.7640  -0.1758
C 3.8657 -2.4277 1.1620  -0.1933
C 2.9219 -0.8627 -4.3107  -0.1978
H 0.0422 0.6961 -1.2199  0.0676
H 0.7132 6.5863 3.9418  0.1057
H -5.2157 -3.5591 -8.8564  0.1218
H 4.0522 -1.0657 6.8932  0.1189
H -3.1707 -2.2796 -5.9085  0.1149
H -2.0582 1.4623 -9.0482  0.1187
H 5.1149 -2.4125 2.9127  0.1047
H 1.8109 0.6798 -5.3226  0.1079
H 7.9779 -0.6363 3.4967  0.1193
H -2.2740 2.1759 -7.4434  0.1107
H 4.7185 1.2079 -4.6062  0.1187
H -1.3431 -2.2233 1.5657  0.0793
H 0.1548 -0.2478 1.6488  0.1267
H -4.1385 -4.8880 -6.3400  0.1202
H 2.4747 -2.9138 3.7349  0.1026
H 0.3216 6.7724 -0.4433  0.1045
H 1.5257 0.2116 -0.3209  0.0801
H 2.6335 -0.3762 8.7308  0.1115
H -8.0246 -9.2654 -6.0411  0.1157
H -0.7098 4.0391 4.9466  0.0664
H 2.4492 3.2745 8.2638  0.1146
H -6.1056 1.1454 -0.1754  0.1420
H 0.5116 -1.0392 -1.2363  0.0876
H 2.0480 -1.5112 -4.4019  0.1149
H 6.4836 2.9242 3.0246  0.1140
H 3.0020 4.9548 9.8705  0.1179
H 4.0692 1.2934 -2.3078  0.1166
H 5.5318 1.3991 1.4027  0.1158
H -10.0562 -7.0023 -6.0763  0.1162
H 1.7308 -4.1665 2.7188  0.1157
H 0.7820 6.6785 8.7101  0.1155
H -4.3357 -1.0786 -6.5085  0.1136
H -1.3495 -2.1977 -0.2597  0.0844
H 0.8404 3.9676 7.9680  0.1124
H 0.0718 2.7654 -7.3049  0.1123
H -6.1610 -2.6171 -6.3816  0.1158
H -7.5782 -8.8132 -8.3454  0.1182
H 0.7492 -0.6824 -7.6044  0.1086
H 2.9445 -4.3559 7.5437  0.1191
H -9.6774 -9.3353 -6.6687  0.1147
H 3.8194 -1.4575 -4.5084  0.1199
H 3.4216 2.4056 -4.7230  0.1152
H -5.5780 1.5538 2.3857  0.1804
H -1.7475 2.5406 -1.1499  0.1439
H -3.6946 -4.4484 -8.6461  0.1204
H 8.2810 1.8554 1.7748  0.1162
H 5.7024 -3.5057 1.6531  0.1191
H -5.7925 -4.9537 -6.9652  0.0913
H 2.3611 1.5695 -2.7136  0.1050
H 1.3258 -3.7069 7.2107  0.1175
H 0.2615 -2.5221 0.6479  0.0718
H -0.1024 -0.5579 -9.1576  0.1221
H -0.1511 4.2627 -0.4869  0.0994
H -1.0434 0.3449 -6.4073  0.1102
H -2.2485 3.0311 4.1373  0.0234
H 3.8521 -5.0405 2.0496  0.1149
H 0.5991 1.9239 1.1833  0.1356
H -7.0699 -6.6555 -5.5969  0.1145
H -4.4528 3.1298 3.5681  0.0345
H 2.2576 7.2456 9.5040  0.1164
H 8.4603 -0.5263 1.7918  0.1193
H 8.8360 1.6274 3.4389  0.1150
H -9.1031 -7.9292 -8.5546  0.1187
H -1.9823 -0.5207 -7.6341  0.0944
H 4.7956 0.7733 2.8941  0.1140
H 3.2377 0.1492 -6.2243  0.1191
H 0.6010 2.8619 4.3159  0.0770
H -2.5434 -0.2148 1.0867  0.1196
H -5.2257 -3.1769 -4.9871  0.1096
H 1.0182 4.4819 4.9729  0.0726
H 1.1864 -0.9899 7.9179  0.1128
H -3.8698 1.4858 -0.9054  0.1456
H -2.0078 0.3544 -0.5555  0.1110
H -2.3837 3.7672 0.0943  0.1205
H -0.2671 2.0151 2.7375  0.1113
H -9.1209 -7.5636 -4.6834  0.1131
H -0.2022 2.9704 -9.0476  0.1177
H 0.7898 7.9678 1.8026  0.1069
H 1.2689 4.8110 10.1959  0.1152
H -8.2388 -5.4571 -6.1934  0.1151
H 4.1126 -1.3750 1.0135  0.1054
H 3.4269 -2.6435 9.1394  0.1176
H 1.6924 -2.8265 9.4358  0.1147
H 6.5430 1.6610 4.2625  0.1150
H 4.2544 -4.5509 3.7021  0.1141
H 2.5748 -0.6369 6.0056  0.1123
H 2.1443 7.0218 6.7787  0.1129
H 3.8661 -2.9267 0.1870  0.1204
H 3.6254 6.5455 7.6334  0.1197

Results
LUMO level: -3.4 eV
charge: +1

***

Computed, not measured: a 2-piece molecular cluster, C2H5N overall, with wB97M-V/def2-TZVPD.

Each line ends with the Löwdin charge.
Atoms and positions in Å:
N 1.3297 -0.9059 -0.9829  0.0072
C -1.5933 0.8994 0.2417  -0.0210
C -1.0430 1.2981 1.2351  -0.0087
H 1.4398 -1.9016 -1.1867  0.0077
H -2.0761 0.5274 -0.6385  0.0236
H 0.4384 -0.8402 -0.4956  -0.0256
H 2.0325 -0.7168 -0.2894  -0.0054
H -0.5280 1.6396 2.1164  0.0224

Results
energy above the lowest of the compared OMol25 structures with the same formula, charge and spin: 36.3 kcal/mol
LUMO level: 1.2 eV
SMILES: C#C.N